[1]
{"formula": "C3H7NO4S", "method": "ωB97M-V/def2-TZVPD", "lumo_ha": [-0.103, -0.038], "molar_mass_g_mol": 153.159, "total_charge": 0, "e_above_lowest_ev": 8.334, "orbital_gap_ev": [6.940, 9.689], "total_energy_ha": -872.1176, "homo_ev": [-9.74, -10.73], "symbols": ["S", "O", "O", "O", "O", "N", "C", "C", "C", "H", "H", "H", "H", "H", "H", "H"], "coordinates": [[-0.896, 0.468, 0.010], [2.921, -0.380, -0.458], [-1.036, 0.451, 1.415], [1.758, 0.743, 1.051], [-2.041, -0.052, -0.720], [1.881, 0.024, 0.011], [0.685, -0.200, -0.628], [-0.446, -2.305, 0.888], [-0.515, 2.115, -0.520], [-0.416, 2.871, 0.245], [-1.399, 2.369, -1.133], [0.684, -0.838, -1.523], [-0.160, -2.304, 1.870], [-1.417, -1.949, 0.425], [0.097, -3.009, 0.275], [0.299, 1.995, -1.207]]}

=====

[2]
{"formula": "C3H7NORb", "method": "ωB97M-V/def2-TZVPD", "lumo_ha": -0.142, "molar_mass_g_mol": 158.563, "total_charge": 1, "e_above_lowest_ev": 0.257, "orbital_gap_ev": 9.550, "total_energy_ha": -272.4170, "homo_ev": -13.42, "symbols": ["Rb", "O", "N", "C", "C", "C", "H", "H", "H", "H", "H", "H", "H"], "coordinates": [[1.424, -2.094, -3.057], [-0.342, -0.027, -2.032], [-0.256, -0.790, 0.074], [-0.125, -0.776, 1.527], [-0.232, 0.217, -0.830], [-0.007, 1.623, -0.331], [1.034, 1.863, -0.571], [0.316, -1.733, 1.811], [-0.589, 2.335, -0.912], [-0.478, -1.687, -0.324], [0.518, 0.014, 1.901], [-0.162, 1.783, 0.731], [-1.101, -0.728, 2.011]]}

=====

[3]
{"formula": "C3H7NOS", "method": "ωB97M-V/def2-TZVPD", "lumo_ha": 0.030, "molar_mass_g_mol": 105.162, "total_charge": 0, "e_above_lowest_ev": 0.437, "orbital_gap_ev": 9.920, "smiles": "NC(=O)CCS", "total_energy_ha": -646.6959, "homo_ev": -9.12, "symbols": ["S", "O", "N", "C", "C", "C", "H", "H", "H", "H", "H", "H", "H"], "coordinates": [[0.162, 1.049, 2.131], [-0.623, -1.816, -0.043], [-1.604, -0.163, -1.241], [0.680, 0.176, -0.551], [1.228, 0.260, 0.912], [-0.545, -0.727, -0.589], [2.230, 0.824, 0.943], [1.481, -0.095, -1.237], [1.378, -0.834, 1.234], [0.382, 1.244, -0.822], [-0.660, -0.136, 2.238], [-2.528, -0.581, -1.340], [-1.582, 0.799, -1.636]]}